Entry 1:
This record from OMol25 describes a cluster of 2 separate species, C4H14N2O in total in a non-equilibrium geometry. The level of theory is wB97M-V/def2-TZVPD.

* frontier orbital gap: 9.095 eV
* ΔE to the lowest compared entry with this formula, charge and spin: 77.2 kcal/mol
* calculated total energy: -9400.2589 eV

Each line ends with the Löwdin charge.
CARTESIAN COORDINATES (ANGSTROEM)
C (2.20685, 1.42673, -1.04902)  -0.2093
N (1.59093, 0.91465, 0.10232)  -0.1944
C (0.38748, 0.04442, -0.27573)  -0.1799
C (-0.31968, -0.23231, 1.14163)  -0.2613
N (0.69080, -0.16039, 2.21124)  -0.1567
C (0.23385, -0.85744, 3.43554)  -0.1324
H (2.97427, 0.68040, -1.54100)  0.1137
H (2.51225, 2.47461, -0.96918)  0.0710
H (1.37454, 1.63953, -1.80289)  0.0740
H (1.31057, 1.74341, 0.70076)  0.1353
H (-0.37604, 0.53866, -0.93751)  0.1067
H (0.80641, -0.91478, -0.71738)  0.1241
H (-1.24051, 0.41628, 1.17012)  0.1145
H (-0.74579, -1.19651, 0.98405)  0.0716
H (1.56528, -0.31388, 1.69933)  0.0861
H (1.07618, -1.53051, 3.76817)  0.0805
H (-0.12406, -0.14957, 4.29387)  0.0936
H (-0.62868, -1.46611, 3.05861)  0.0630
O (-4.72939, -0.85224, -5.27513)  -0.1161
H (-4.74231, -1.62617, -4.56721)  0.1021
H (-3.82296, -0.57878, -5.43057)  0.0140

Forces on atoms 1 to 2 (eV/Å):
C -0.2 0.1 -3.7
N -1.9 0.3 0.8

---

Entry 2:
This record from OMol25 describes a cluster of 2 separate species, C4H14N2O in total in a non-equilibrium geometry. The level of theory is wB97M-V/def2-TZVPD.

* frontier orbital gap: 8.735 eV
* ΔE to the lowest compared entry with this formula, charge and spin: 47.7 kcal/mol
* calculated total energy: -9401.5377 eV

Each line ends with the Löwdin charge.
CARTESIAN COORDINATES (ANGSTROEM)
C (-2.80343, -0.13655, 2.01766)  -0.1502
N (-1.52506, 0.45928, 2.12433)  -0.1523
C (-0.24797, -0.13325, 1.89710)  -0.2401
C (0.22205, 0.03174, 0.45117)  -0.2528
N (0.62343, 1.40932, 0.22498)  -0.1373
C (1.35790, 1.68530, -1.02139)  -0.1144
H (-3.51349, 0.36037, 2.68298)  0.0766
H (-2.80252, -1.18345, 2.33480)  0.0781
H (-3.22096, -0.07378, 1.00697)  0.0662
H (-1.49420, 1.42789, 2.38196)  0.1041
H (0.47031, 0.33521, 2.55531)  0.1094
H (-0.33318, -1.21443, 2.05745)  0.1135
H (1.04185, -0.64097, 0.20345)  0.1113
H (-0.65725, -0.21240, -0.16301)  0.1111
H (-0.12939, 2.05334, 0.40881)  0.0895
H (1.04514, 2.58880, -1.53487)  0.0744
H (2.35830, 1.83284, -0.71689)  0.0529
H (1.29751, 0.82927, -1.65822)  0.0602
O (3.14815, -3.01015, -5.21468)  -0.0714
H (2.74170, -2.98242, -4.33371)  0.0356
H (2.42112, -3.42595, -5.70420)  0.0358

Forces on atoms 1 to 2 (eV/Å):
C -0.6 -0.3 -0.2
N 0.5 1.3 0.8

---

Entry 3:
This record from OMol25 describes a cluster of 2 separate species, C4H14N2O in total in a non-equilibrium geometry. The level of theory is wB97M-V/def2-TZVPD.

* frontier orbital gap: 9.409 eV
* ΔE to the lowest compared entry with this formula, charge and spin: 42.2 kcal/mol
* calculated total energy: -9401.7786 eV

Each line ends with the Löwdin charge.
CARTESIAN COORDINATES (ANGSTROEM)
C (-2.58451, -0.92879, 1.36854)  -0.1400
N (-1.38718, -0.74479, 0.55024)  -0.1242
C (-0.60289, 0.35915, 1.05564)  -0.2722
C (0.60668, 0.74824, 0.21009)  -0.2357
N (0.45096, 0.52947, -1.22496)  -0.1310
C (-0.57841, 1.36163, -1.80835)  -0.1484
H (-3.22730, -1.68927, 0.92990)  0.0730
H (-3.16298, -0.00353, 1.44355)  0.0743
H (-2.33440, -1.33988, 2.33992)  0.0730
H (-1.66799, -0.56789, -0.40425)  0.0767
H (-1.16691, 1.29508, 1.18957)  0.1053
H (-0.27697, 0.06077, 2.05223)  0.1143
H (0.72089, 1.81780, 0.39538)  0.1012
H (1.53160, 0.26075, 0.53256)  0.1097
H (1.32947, 0.76432, -1.66347)  0.0975
H (-0.79507, 1.06345, -2.83593)  0.0808
H (-1.52246, 1.24065, -1.26370)  0.0670
H (-0.38718, 2.43948, -1.73434)  0.0792
O (5.44862, -2.24640, -0.41066)  -0.0700
H (4.87360, -1.85262, 0.26201)  0.0311
H (4.73245, -2.56760, -0.98399)  0.0384

Forces on atoms 1 to 2 (eV/Å):
C 0.0 -0.3 -0.6
N -0.3 -0.1 0.2

---

Entry 4:
This record from OMol25 describes a cluster of 2 separate species, C4H14N2O in total in a non-equilibrium geometry. The level of theory is wB97M-V/def2-TZVPD.

* frontier orbital gap: 9.985 eV
* ΔE to the lowest compared entry with this formula, charge and spin: 29.5 kcal/mol
* calculated total energy: -9402.3263 eV

Each line ends with the Löwdin charge.
CARTESIAN COORDINATES (ANGSTROEM)
N (-1.00547, 1.04464, -1.18844)  -0.0112
C (0.43196, 1.18556, -0.93964)  -0.2814
C (0.72638, 1.17841, 0.58092)  -0.2218
C (0.97096, -0.22331, 1.12322)  -0.2303
C (2.38814, -0.71563, 0.85402)  -0.2926
N (2.75860, -1.87925, 1.68236)  -0.0143
H (-1.24847, 0.35374, -1.88884)  0.0562
H (-1.45554, 1.89452, -1.48956)  0.0587
H (0.92804, 0.32851, -1.38527)  0.0961
H (0.83502, 2.08518, -1.39930)  0.1000
H (1.59794, 1.83053, 0.76676)  0.1011
H (-0.09524, 1.71318, 1.05229)  0.1002
H (0.74444, -0.28228, 2.19319)  0.1063
H (0.20908, -0.88505, 0.69028)  0.1091
H (3.05460, 0.12490, 1.09639)  0.1073
H (2.53006, -0.96027, -0.20792)  0.1068
H (3.54234, -1.64511, 2.26839)  0.0519
H (3.07758, -2.63497, 1.07699)  0.0600
O (-5.43588, -0.31362, -1.59235)  -0.0646
H (-5.72104, -1.06631, -1.06922)  0.0294
H (-4.61444, -0.58160, -2.03075)  0.0331

Forces on atoms 1 to 2 (eV/Å):
N -0.4 -0.3 -0.2
C -0.3 -0.2 0.5

---

Entry 5:
This record from OMol25 describes a cluster of 2 separate species, C4H14N2O in total in a non-equilibrium geometry. The level of theory is wB97M-V/def2-TZVPD.

* frontier orbital gap: 9.884 eV
* ΔE to the lowest compared entry with this formula, charge and spin: 42.5 kcal/mol
* calculated total energy: -9401.7642 eV

Each line ends with the Löwdin charge.
CARTESIAN COORDINATES (ANGSTROEM)
C (-2.95640, -0.21470, -0.87836)  -0.1234
C (-1.64959, 0.40633, -1.34140)  -0.3302
N (-0.56795, -0.05350, -0.49740)  -0.0729
C (0.70935, 0.23136, -1.13953)  -0.2731
C (1.87485, -0.24302, -0.32720)  -0.3115
N (1.98422, 0.40029, 0.98205)  -0.0170
H (-3.38139, 0.18761, 0.02772)  0.0512
H (-2.72745, -1.26925, -0.49768)  0.0917
H (-3.70458, -0.35328, -1.67337)  0.0673
H (-1.48508, -0.07014, -2.34395)  0.1203
H (-1.73483, 1.51246, -1.45494)  0.1163
H (-0.67043, 0.46905, 0.35840)  0.1048
H (0.93159, -0.36944, -1.98221)  0.0954
H (0.78776, 1.30173, -1.48354)  0.1295
H (1.77017, -1.32333, -0.10427)  0.1204
H (2.77628, -0.19196, -0.97399)  0.1083
H (2.80898, 0.15040, 1.49284)  0.0523
H (2.11133, 1.40658, 0.73399)  0.0827
O (1.33045, -0.81079, 3.51050)  -0.0957
H (0.57227, -1.31012, 3.84321)  0.0319
H (1.22044, 0.14372, 3.74913)  0.0514

Forces on atoms 1 to 2 (eV/Å):
C 0.0 -2.3 0.7
C -0.8 -1.1 -1.3

---

Entry 6:
This record from OMol25 describes a cluster of 2 separate species, C4H14N2O in total. The level of theory is wB97M-V/def2-TZVPD.

* frontier orbital gap: 9.532 eV
* ΔE to the lowest compared entry with this formula, charge and spin: 30.8 kcal/mol
* calculated total energy: -9402.2728 eV

Each line ends with the Löwdin charge.
CARTESIAN COORDINATES (ANGSTROEM)
C (-1.61820, 2.27036, 0.27142)  -0.0967
C (-0.36808, 1.47147, -0.04150)  -0.3079
N (0.02424, 0.62521, 1.07665)  -0.0998
C (1.16529, -0.24905, 0.96745)  -0.2293
C (0.84660, -1.74406, 0.76314)  -0.2547
N (-0.21271, -2.00643, -0.24775)  -0.0064
H (-1.54187, 2.79442, 1.21756)  0.0718
H (-2.49532, 1.63266, 0.28794)  0.0687
H (-1.75924, 3.00053, -0.52276)  0.0732
H (0.47198, 2.12661, -0.29269)  0.1153
H (-0.56314, 0.91421, -0.97017)  0.0931
H (-0.76015, 0.33739, 1.63707)  0.1100
H (1.76142, -0.18776, 1.87403)  0.1051
H (1.72451, 0.10641, 0.09539)  0.1137
H (1.75853, -2.26194, 0.48208)  0.0964
H (0.52275, -2.12483, 1.73663)  0.1006
H (-0.64199, -1.11064, -0.46201)  0.0339
H (-0.94439, -2.56210, 0.18499)  0.0660
O (1.02421, -0.69068, -2.88383)  -0.0702
H (0.69845, -1.52779, -3.23932)  0.0392
H (0.90712, -0.81398, -1.93430)  -0.0219

Forces on atoms 1 to 2 (eV/Å):
C 0.3 0.1 -0.3
C 0.3 -0.3 -0.1